{"formula": "C38H88IN3O20P4", "method": "ωB97M-V/def2-TZVPD", "smiles": "[H]/N=C(\\C)C[C@H](I)O[C@@](CCCN)(OC[C@H](C)CC(C)C)[C@@H](OC[C@H](C)C(C)C)O[C@H](C=C)CN.COP(=O)(OC)OC.COP(=O)(OC)OC.COP(=O)(OC)OC.COP(=O)(OC)OC", "homo_lumo_gap_ev": 7.26, "energy_ev": -131506.9951, "lumo_ev": -1.74, "homo_ha": -0.33085, "symbols": ["I", "P", "P", "P", "P", "O", "O", "O", "O", "O", "O", "O", "O", "O", "O", "O", "O", "O", "O", "O", "O", "O", "O", "O", "O", "N", "N", "N", "C", "C", "C", "C", "C", "C", "C", "C", "C", "C", "C", "C", "C", "C", "C", "C", "C", "C", "C", "C", "C", "C", "C", "C", "C", "C", "C", "C", "C", "C", "C", "C", "C", "C", "C", "C", "C", "C", "H", "H", "H", "H", "H", "H", "H", "H", "H", "H", "H", "H", "H", "H", "H", "H", "H", "H", "H", "H", "H", "H", "H", "H", "H", "H", "H", "H", "H", "H", "H", "H", "H", "H", "H", "H", "H", "H", "H", "H", "H", "H", "H", "H", "H", "H", "H", "H", "H", "H", "H", "H", "H", "H", "H", "H", "H", "H", "H", "H", "H", "H", "H", "H", "H", "H", "H", "H", "H", "H", "H", "H", "H", "H", "H", "H", "H", "H", "H", "H", "H", "H", "H", "H", "H", "H", "H", "H"], "coordinates": [[2.1487, 0.0289, -1.7045], [7.0580, 1.0418, -4.3541], [3.6672, -6.4642, 6.8681], [-3.6452, 0.0194, -6.0450], [-9.7618, -0.7971, -1.6292], [5.5955, 1.4138, -5.1400], [-3.8296, 0.6647, -7.5072], [-8.3644, -0.6974, -0.7786], [-4.6115, -1.0810, -5.9147], [4.3698, -6.3225, 8.3395], [3.3454, -4.8806, 6.8386], [0.0929, -0.3673, 1.0496], [-4.0430, 1.3487, -5.2149], [0.4484, 2.3494, 2.4479], [7.7895, 0.9324, -5.7978], [-8.9973, -0.8579, -3.0533], [-11.0282, 0.0307, -2.2732], [8.4916, 1.0457, -3.5381], [1.6745, 1.6592, 0.6608], [2.4905, -7.3155, 7.0928], [1.6245, -0.9331, 2.7229], [6.5207, -0.2621, -3.8548], [-10.3744, -2.0668, -1.1990], [4.0730, -6.5847, 5.3142], [-2.4677, -0.3347, -4.9717], [2.8115, -0.3114, 5.4510], [4.4048, -2.3286, 1.5561], [3.7953, 4.4022, -0.0174], [4.9322, 2.6158, -4.7780], [2.6615, 1.5748, 2.9238], [3.1986, -7.3259, 4.4545], [-7.5657, -0.8088, -3.1407], [0.8070, 3.7127, 2.2234], [3.2699, -2.6135, 2.4249], [-3.0585, -2.1903, 0.0568], [0.9332, -3.1402, 1.9334], [-4.5978, 2.5369, -5.7718], [0.3207, 5.9581, 1.4723], [1.4164, 1.4260, 2.0474], [3.3044, 3.3862, -0.6211], [-0.1255, 4.4986, 1.3255], [-3.8349, -1.8171, 1.3256], [1.8103, 0.7504, 5.2023], [-1.1025, -0.4448, -5.4366], [-1.2325, -0.8252, 1.2256], [-2.5124, 4.4808, 0.5035], [-1.7210, -1.4084, -0.0921], [1.9303, -2.0358, 1.8679], [5.7525, -6.7164, 8.4852], [-2.2700, 3.2599, -0.3966], [3.8576, 2.0501, -0.2189], [0.7283, 0.0290, 2.2080], [-1.9210, -0.2171, -1.0349], [-11.3443, 1.3331, -1.7383], [-3.9532, 4.4705, 1.0041], [2.7970, 1.0158, 0.1484], [-4.0206, -1.9927, -1.1141], [-4.9167, 0.1869, -8.3126], [3.2590, -4.0834, 5.6623], [-1.6036, 4.4117, 1.7243], [0.8209, -3.9622, 0.8739], [2.2269, 3.5279, -1.6478], [9.1984, 0.9330, -6.0236], [2.4068, 1.8803, 4.3878], [8.8307, -0.0936, -2.7498], [-8.0752, -1.8937, -0.0265], [-10.5086, 2.0256, -1.8649], [-1.9857, -0.5114, -2.0723], [-1.0665, 0.4401, -0.9271], [5.8783, -7.7753, 8.2512], [3.3595, 2.1164, 4.8514], [4.4380, 1.6428, -1.0430], [-2.7936, 0.3529, -0.7525], [3.2101, 2.4257, 2.5231], [4.0010, 2.7020, -5.3318], [-8.0284, -2.7505, -0.6930], [-4.0220, 2.8918, -6.6210], [-5.8642, 0.3528, -7.8058], [-4.6505, 4.6828, 0.2042], [3.1874, -0.1688, 6.3758], [-2.9082, -3.2648, 0.1103], [0.3189, -3.2489, 2.8161], [-0.2057, 6.6030, 0.7826], [8.8675, -0.9841, -3.3728], [4.1251, -4.2155, 5.0215], [-0.0372, 0.1851, 2.9663], [0.7025, -5.0288, 0.9974], [-2.3100, 5.3732, -0.0818], [-3.5010, -2.1343, -2.0530], [-12.2002, 1.7160, -2.2858], [-4.8138, -2.2824, 1.2816], [3.3410, 0.7352, 2.8512], [3.1918, -3.6753, 2.6105], [-3.3376, -2.2055, 2.2056], [-1.9045, -0.0284, 1.5354], [4.5525, 2.2003, 0.5984], [-7.1048, -1.7677, 0.4539], [-4.8887, 0.7659, -9.2337], [-4.5299, -1.0387, -1.0628], [4.1803, -2.5235, 0.5910], [-1.8068, 3.5262, 2.3173], [-5.6342, 2.3731, -6.0716], [9.6885, 1.7620, -5.5234], [3.3602, 5.2520, -0.3671], [0.1314, 6.2715, 2.4930], [2.2044, -6.8857, 4.4571], [-7.2926, -0.7694, -4.1911], [-0.4832, -0.6804, -4.5775], [3.1463, -8.3705, 4.7459], [6.4026, -6.1173, 7.8437], [-1.3069, -1.6116, 1.9771], [2.3488, -4.3195, 5.1067], [1.8188, 3.8435, 1.8574], [1.5624, 1.1769, 6.1731], [-8.8220, -2.0461, 0.7457], [-1.6869, 2.5457, 0.1744], [3.2095, -3.0412, 5.9698], [1.9778, 4.5671, -1.8216], [-11.6064, 1.2622, -0.6805], [-0.9652, -2.0398, -0.5456], [4.7124, 2.5792, -3.7053], [-3.1963, 2.8041, -0.7174], [2.4993, 3.0475, -2.5802], [3.4749, -2.1163, 3.3672], [-4.0484, 5.2094, 1.7928], [9.6383, -0.0078, -5.6946], [0.8899, 0.3508, 4.8056], [2.1426, -1.7643, 0.8380], [-1.6629, 3.5278, -1.2536], [9.8189, 0.1096, -2.3363], [6.0348, -6.5506, 9.5201], [-3.9681, -0.7457, 1.4157], [3.6266, -7.2578, 3.4556], [1.3261, 3.0298, -1.3089], [5.5523, 3.4895, -4.9973], [0.0682, 4.2371, 0.2898], [8.1304, -0.2389, -1.9326], [-0.7623, 0.4984, -5.8689], [0.8899, -3.5967, -0.1403], [1.7899, 2.7596, 4.5296], [2.3175, -1.1918, 5.4726], [4.6816, -1.3640, 1.6461], [-4.5815, 3.2971, -4.9930], [-1.8177, 5.3025, 2.3078], [-7.1554, 0.0616, -2.6376], [-4.8001, -0.8653, -8.5532], [9.3513, 1.0295, -7.0969], [0.7711, 4.2052, 3.1957], [1.3926, 6.0504, 1.3227], [3.1696, 0.1990, 0.7478], [-1.0091, -1.2458, -6.1717], [-7.1447, -1.7117, -2.7028], [-4.1566, 3.5087, 1.4612], [-4.8005, -2.7484, -1.1126]], "atomic_forces_ev_per_a": [[0.1, -0.3, 0.0], [-0.2, -7.6, -2.6], [-4.3, 2.3, 1.0], [-3.9, 0.6, 3.2], [0.4, -4.4, -3.2], [1.3, 2.6, 1.0], [2.1, -0.3, 0.1], [-1.2, 1.7, 0.8], [0.2, -0.3, -0.5], [2.0, -1.1, -1.8], [0.5, 0.2, -0.1], [0.3, 0.2, -0.2], [0.4, 0.3, -0.2], [0.0, 0.0, -0.9], [-0.1, 1.4, 0.0], [0.1, 0.8, 0.1], [1.2, 1.7, 2.1], [-0.4, 2.7, 0.0], [0.4, -0.1, 0.7], [0.3, -0.5, -0.2], [-0.1, 0.0, -0.7], [0.0, 0.5, 0.9], [-0.3, 0.4, 0.4], [1.9, -0.4, 1.0], [1.3, 0.2, -2.5], [-0.5, 0.0, -0.4], [0.1, -0.4, 0.3], [0.0, -0.6, 0.0], [0.0, 0.3, 0.3], [0.5, 0.7, -0.3], [0.1, -0.4, -0.4], [0.0, -0.3, -0.3], [-0.3, 0.4, 0.6], [0.2, 0.8, -0.3], [-0.7, 0.2, 0.3], [-0.3, 0.0, -1.5], [-0.2, -0.2, 0.1], [0.3, -0.4, 0.1], [-0.3, -0.8, 0.4], [0.2, 1.2, 0.6], [0.3, 0.5, 0.4], [0.2, -0.4, -0.2], [0.7, 0.2, 1.0], [-0.1, 0.0, 0.1], [-0.3, -1.2, -0.3], [-0.5, -1.0, 0.2], [-0.9, 0.8, -0.6], [-0.1, -0.3, 1.1], [-0.1, 0.0, 0.1], [0.4, 0.4, 0.3], [0.1, -0.6, -0.5], [-0.6, 0.5, 0.6], [0.6, 0.0, 0.2], [0.0, 0.0, -0.1], [0.5, 0.4, 0.0], [-0.6, 0.8, -1.0], [0.2, -0.5, -0.2], [0.0, -0.2, -0.5], [-0.3, -0.1, 0.0], [0.6, 0.6, -0.9], [-0.1, 0.0, 0.6], [-0.1, -0.4, -0.1], [0.0, -0.1, -0.1], [-0.3, -0.4, 0.1], [0.0, 0.0, 0.6], [0.2, 0.0, 0.6], [0.0, 0.0, 0.0], [-0.2, 0.0, -0.3], [0.2, 0.2, -0.1], [0.0, 0.0, 0.0], [0.3, 0.0, 0.0], [0.2, 0.0, -0.2], [-0.4, 0.2, 0.0], [0.1, 0.2, -0.1], [0.0, -0.2, -0.1], [-0.2, 0.0, 0.0], [0.0, 0.0, -0.1], [0.0, -0.1, 0.1], [-0.3, -0.1, -0.1], [0.2, -0.1, 0.1], [0.5, -0.2, 0.1], [0.8, -0.7, 0.8], [-0.1, 0.2, -0.1], [-0.2, 0.0, 0.0], [0.0, 0.0, -0.1], [0.0, 0.1, 0.3], [-1.2, 0.0, 0.0], [0.0, 0.4, 0.1], [0.0, 0.3, -0.4], [0.0, -0.1, -0.1], [-0.2, 0.0, 0.1], [-0.1, -0.4, 0.0], [0.0, -0.3, -0.1], [0.0, 0.1, 0.4], [0.1, 0.4, 0.1], [0.0, 0.1, 0.3], [0.0, 0.4, -0.2], [0.1, 0.1, 0.1], [0.1, 0.3, -0.2], [0.1, 0.0, -0.2], [-0.2, -0.2, 0.0], [0.0, 0.0, -0.1], [0.0, 0.0, 0.0], [0.0, 0.2, -0.1], [-0.1, 0.3, 0.2], [0.0, 0.0, 0.1], [-0.2, -0.1, -0.1], [-0.1, 0.0, 0.1], [-0.1, 0.0, 0.1], [0.0, 0.0, 0.0], [0.4, 0.0, 0.3], [0.0, 0.0, -0.1], [0.2, -0.3, -0.1], [-0.4, 0.2, 0.1], [-0.1, -0.2, -0.1], [0.0, -0.5, 0.0], [0.0, -0.1, 0.2], [0.1, 0.3, 0.0], [0.0, 0.0, 0.0], [0.3, -0.3, 0.2], [-0.2, 0.2, 0.0], [-0.2, -0.1, -0.2], [0.1, 0.0, -0.3], [-0.1, 0.0, 0.3], [-0.3, 0.3, 0.1], [0.0, 0.0, 0.1], [-0.1, -0.2, -0.3], [-0.3, 0.2, -0.3], [0.0, -0.1, -0.4], [0.0, 0.2, -0.1], [-0.1, 0.0, 0.0], [-0.1, 0.3, 0.1], [0.1, 0.1, 0.1], [-0.2, -0.2, 0.1], [-0.1, 0.1, 0.0], [-0.3, -0.4, -0.2], [-0.1, -0.1, -0.1], [0.0, 0.0, 0.0], [1.2, 0.0, -0.1], [-0.2, 0.2, -0.2], [0.1, -0.2, 0.0], [0.1, 0.2, -0.1], [0.0, -0.1, 0.1], [-0.1, 0.0, 0.5], [0.0, 0.0, 0.0], [0.0, -0.1, 0.1], [-0.2, 0.0, 0.0], [0.0, 0.0, 0.3], [0.2, 0.1, -0.2], [0.0, -0.1, 0.2], [0.0, 0.0, 0.0], [0.2, 0.0, 0.0], [-0.2, -0.3, -0.1], [-0.1, -0.2, 0.3]]}

=====

{"formula": "C41H48AuN6OPS2", "method": "ωB97M-V/def2-TZVPD", "de_lowest_kcal_mol": 32.13, "homo_lumo_gap_ev": 6.14, "total_charge": 2, "energy_ev": -88921.1681, "lumo_ev": -6.39, "homo_ha": -0.46047, "symbols": ["Au", "S", "S", "P", "O", "N", "N", "N", "N", "N", "N", "C", "C", "C", "C", "C", "C", "C", "C", "C", "C", "C", "C", "C", "C", "C", "C", "C", "C", "C", "C", "C", "C", "C", "C", "C", "C", "C", "C", "C", "C", "C", "C", "C", "C", "C", "C", "C", "C", "C", "C", "C", "H", "H", "H", "H", "H", "H", "H", "H", "H", "H", "H", "H", "H", "H", "H", "H", "H", "H", "H", "H", "H", "H", "H", "H", "H", "H", "H", "H", "H", "H", "H", "H", "H", "H", "H", "H", "H", "H", "H", "H", "H", "H", "H", "H", "H", "H", "H", "H"], "coordinates": [[-1.1686, 0.1987, -1.1697], [-5.5492, 1.0249, -1.6557], [-1.2354, -8.9358, -1.4818], [-0.7803, 0.3182, 1.8675], [-2.7831, -8.5855, 0.6592], [-0.2514, -0.1759, 4.5478], [-0.8558, 2.2677, -1.0650], [0.8371, 0.2677, -1.4976], [1.4155, 1.1637, 3.3635], [1.2583, -1.2500, 2.9625], [-3.2120, 0.1746, -1.1136], [-0.5850, -5.0928, -0.4253], [-1.2608, -1.7434, -1.3209], [-1.7641, 3.2190, -0.8450], [-1.3542, 0.0506, 3.6263], [-4.0306, -0.3940, -0.1336], [1.6267, -0.8049, -1.6265], [0.8231, 3.9438, -1.1900], [-1.2656, -2.9478, -1.3780], [-1.2359, -4.3803, -1.4350], [-0.8495, 7.3662, -0.7824], [0.5330, 1.5753, 2.2784], [-6.3550, -0.4567, 0.5958], [-3.8921, 0.9109, -1.9590], [-1.2130, -7.1588, -1.4829], [5.4624, 1.4647, -0.0156], [0.4416, 2.6204, -1.2114], [1.1213, 6.7485, -2.1860], [3.6110, 0.5328, -1.3941], [2.1225, -0.0744, 3.0408], [5.5532, 1.5518, -2.5285], [-4.6462, -1.7620, 1.7058], [0.6616, 0.9619, 4.6046], [-0.5724, -6.4751, -0.4529], [-0.1141, 4.9591, -0.9740], [-2.7594, -9.0757, -0.4254], [-1.8567, -5.0647, -2.4798], [-1.4342, 4.5571, -0.7904], [0.5134, -1.3734, 4.2170], [0.3345, 6.4088, -0.9105], [-3.6641, -1.3079, 0.8557], [3.0012, -0.7014, -1.5926], [1.2448, 6.5659, 0.3194], [0.3505, -1.1693, 1.8274], [-3.8817, -9.8215, -1.0768], [5.1150, 0.7175, -1.3124], [5.8535, -0.6200, -1.3266], [1.3935, 1.4958, -1.3475], [-5.3621, -0.0006, -0.2722], [-1.8407, -6.4483, -2.5015], [2.7596, 1.6398, -1.2854], [-5.9769, -1.3300, 1.5895], [-0.0907, -4.5603, 0.3775], [-7.3841, -0.1461, 0.4809], [-2.7841, 2.8912, -0.6971], [1.3765, 0.7822, 5.4086], [0.0365, 2.5092, 2.5601], [1.8615, 4.1984, -1.3385], [5.5636, -1.2544, -0.4867], [5.2603, 1.0749, -3.4650], [2.8680, -0.2514, 3.8175], [1.3786, 7.8073, -2.1772], [0.5315, 6.5538, -3.0831], [-1.5429, 7.2726, -1.6205], [0.9329, -1.1679, 0.9015], [-0.0765, -7.0358, 0.3268], [-4.7071, -9.9374, -0.3791], [-4.2006, -9.2716, -1.9631], [-1.3983, 7.2172, 0.1493], [-0.1605, -2.2292, 4.1512], [1.1233, -1.7524, -1.7570], [-2.0419, -0.7981, 3.6496], [-3.5251, -10.7944, -1.4190], [0.7066, 6.3431, 1.2421], [2.1199, 5.9161, 0.2656], [-1.9155, 0.9327, 3.9438], [3.5817, -1.6049, -1.7021], [6.9240, -0.4364, -1.2441], [1.1361, 1.7886, 1.3892], [6.6387, 1.6495, -2.5246], [5.1758, 0.8856, 0.8642], [-6.7200, -1.7064, 2.2787], [1.5993, 7.5952, 0.3753], [-4.3930, -2.4854, 2.4691], [-0.4808, 8.3910, -0.7781], [2.0552, 6.1896, -2.2581], [-2.3441, -4.5124, -3.2720], [6.5394, 1.6259, 0.0263], [2.6403, 0.0500, 2.0847], [-2.3067, -6.9861, -3.3163], [5.6922, -1.1684, -2.2563], [4.9859, 2.4439, 0.0460], [1.2263, -1.5554, 5.0223], [3.1784, 2.6241, -1.1414], [-3.4325, 1.3999, -2.8058], [-0.2719, -2.0698, 1.8010], [0.1005, 1.8686, 4.8362], [-2.2189, 5.2760, -0.6100], [-2.6502, -1.6751, 0.9180], [5.1292, 2.5572, -2.5063]], "atomic_forces_ev_per_a": [[-0.2, -0.2, -0.3], [0.0, 0.0, 0.0], [-0.2, 0.0, -0.2], [0.2, -0.1, 0.0], [-0.1, 0.2, -0.1], [0.0, 0.0, 0.0], [0.1, 0.0, 0.0], [0.0, 0.0, 0.4], [0.0, 0.0, 0.0], [0.0, 0.0, 0.0], [0.0, 0.4, 0.1], [0.0, 0.0, 0.0], [0.0, 0.0, -0.1], [0.0, 0.0, 0.0], [0.0, 0.1, 0.0], [0.0, -0.1, 0.0], [0.0, 0.0, -0.1], [0.0, 0.0, 0.0], [0.0, 0.1, -0.1], [0.0, 0.0, 0.1], [0.0, 0.0, 0.0], [0.0, 0.0, 0.0], [0.0, 0.0, 0.0], [0.0, -0.1, -0.1], [0.2, 0.0, 0.2], [0.0, 0.0, 0.0], [0.0, 0.0, 0.0], [0.0, 0.0, 0.0], [0.0, 0.0, 0.0], [0.0, 0.0, 0.0], [0.0, 0.0, 0.0], [0.0, 0.0, 0.0], [0.0, 0.0, 0.0], [0.0, 0.0, 0.0], [0.0, 0.0, 0.0], [0.1, -0.1, 0.1], [0.0, 0.0, 0.0], [0.0, 0.0, 0.0], [0.0, 0.0, 0.0], [0.0, 0.0, 0.0], [0.0, 0.0, 0.0], [0.0, 0.0, 0.0], [0.0, 0.0, 0.0], [0.0, 0.0, 0.0], [0.1, -0.1, 0.0], [0.0, 0.0, 0.0], [0.0, 0.0, 0.0], [0.0, 0.0, 0.0], [0.0, 0.0, 0.0], [0.0, 0.0, -0.1], [0.0, 0.0, -0.1], [0.0, 0.0, 0.0], [0.0, 0.0, 0.0], [0.0, 0.0, 0.0], [0.0, 0.0, 0.0], [0.0, 0.0, 0.0], [0.0, 0.0, 0.0], [0.0, 0.0, 0.0], [0.0, 0.0, 0.0], [0.0, 0.0, 0.0], [0.0, 0.0, 0.0], [0.0, 0.0, 0.0], [0.0, 0.0, 0.0], [0.0, 0.0, 0.0], [0.0, 0.0, 0.0], [0.0, 0.0, 0.0], [0.0, 0.0, 0.0], [0.0, 0.0, 0.0], [0.0, 0.0, 0.0], [0.0, 0.0, 0.0], [0.0, 0.0, 0.0], [0.0, 0.0, 0.0], [0.0, 0.0, 0.0], [0.0, 0.0, 0.0], [0.0, 0.0, 0.0], [0.0, 0.0, 0.0], [0.0, 0.0, 0.0], [0.0, 0.0, 0.0], [0.0, 0.0, 0.0], [0.0, 0.0, 0.0], [0.0, 0.0, 0.0], [0.0, 0.0, 0.0], [0.0, 0.0, 0.0], [0.0, 0.0, 0.0], [0.0, 0.0, 0.0], [0.0, 0.0, 0.0], [0.0, 0.0, 0.0], [0.0, 0.0, 0.0], [0.0, 0.0, 0.0], [0.0, 0.0, 0.0], [0.0, 0.0, 0.0], [0.0, 0.0, 0.0], [0.0, 0.0, 0.0], [0.0, 0.0, 0.0], [0.0, 0.0, 0.0], [0.0, 0.0, 0.0], [0.0, 0.0, 0.0], [0.0, 0.0, 0.0], [0.0, 0.0, 0.0], [0.0, 0.0, 0.0]]}